Density functional theory data (ωB97M-V/def2-TZVPD) for 9 unconnected molecules or ions with the total composition C28H48Br18FIN3O2S.

Structure (ORCA input):
```
! wB97M-V def2-TZVPD RIJCOSX def2/J DEFGRID3
* xyz 1 1
C 0.01 -1.41 2.78
C 0.23 -0.07 1.93
Br 1.03 1.44 2.96
C -0.07 0.04 0.56
Br 0.30 1.72 -0.39
N -0.63 -1.19 -0.09
N 0.31 -2.00 -0.54
C -0.28 -3.08 -1.17
C -1.74 -3.44 -1.36
S -2.19 -4.97 -2.28
O -0.92 -5.52 -2.88
O -3.09 -4.52 -3.40
F -2.98 -6.07 -1.32
C -2.75 -2.45 -0.78
C -4.30 -2.65 -0.92
C -5.07 -2.97 0.45
C -6.39 -2.07 0.65
I -6.36 -1.11 2.63
C -2.01 -1.29 -0.13
C -2.90 -0.13 0.51
C -3.14 1.10 -0.53
N -3.45 2.38 0.15
H -0.11 -1.20 3.89
H -0.81 -2.08 2.36
H 1.01 -1.98 2.70
H 0.46 -3.82 -1.63
H -4.53 -3.41 -1.73
H -4.72 -1.63 -1.32
H -4.39 -2.73 1.33
H -5.33 -4.08 0.50
H -7.35 -2.67 0.63
H -6.47 -1.22 -0.10
H -2.56 0.21 1.53
H -3.95 -0.58 0.67
H -4.10 0.82 -1.12
H -2.32 1.18 -1.32
H -2.73 3.09 -0.01
H -3.67 2.25 1.14
Br -0.53 2.41 -4.80
C 1.29 3.12 -4.85
C 1.93 3.06 -3.48
Br 1.26 4.49 -2.33
H 1.23 4.12 -5.26
H 1.82 2.47 -5.55
H 3.00 3.24 -3.55
H 1.75 2.13 -2.96
Br 2.75 -0.78 5.09
C 4.20 -2.01 4.67
C 4.80 -1.70 3.32
Br 3.65 -2.34 1.88
H 3.80 -3.02 4.74
H 4.94 -1.86 5.46
H 5.74 -2.22 3.18
H 4.95 -0.63 3.15
Br 4.58 4.00 -0.53
C 3.77 4.26 1.22
C 4.72 3.87 2.32
Br 4.82 1.94 2.52
H 2.84 3.70 1.23
H 3.54 5.33 1.27
H 4.36 4.24 3.29
H 5.74 4.23 2.17
Br 0.26 8.47 -2.52
C -0.59 8.69 -0.78
C 0.33 8.26 0.33
Br 0.42 6.32 0.47
H -1.52 8.12 -0.81
H -0.81 9.75 -0.70
H -0.05 8.59 1.30
H 1.35 8.62 0.21
Br 4.67 -2.58 -2.08
C 6.49 -1.88 -2.18
C 7.16 -1.89 -0.83
Br 6.52 -0.44 0.30
H 6.42 -0.88 -2.61
H 7.01 -2.53 -2.88
H 8.23 -1.72 -0.93
H 6.99 -2.82 -0.28
Br -8.11 -9.19 -0.42
C -6.40 -8.85 -1.27
C -5.60 -7.83 -0.50
Br -6.26 -6.03 -0.81
H -6.60 -8.55 -2.30
H -5.88 -9.81 -1.28
H -4.56 -7.81 -0.84
H -5.61 -7.99 0.58
Br -6.22 -1.35 -2.71
C -7.06 0.34 -3.23
C -6.70 0.72 -4.65
Br -4.89 1.43 -4.75
H -6.76 1.08 -2.50
H -8.13 0.16 -3.14
H -7.34 1.52 -5.00
H -6.75 -0.12 -5.34
Br 8.29 4.20 2.55
C 7.83 3.57 4.33
C 8.89 2.64 4.87
Br 8.76 0.87 4.06
H 6.85 3.10 4.26
H 7.76 4.46 4.94
H 8.75 2.47 5.94
H 9.90 2.99 4.69
*
```

Computed properties:
Strongest force on any atom ... 0.1359 hartree/bohr
Frontier orbital gap ... 6.246 eV
HOMO energy ... -11.4 eV
Electronic energy ... -48537.9989 Ha